The following is a quantum chemistry calculation of 2 unconnected molecules or ions with the total composition C2H4O2S at a distorted geometry, from the Open Molecules 2025 dataset.

Kohn-Sham gap ... 9.7 eV
ΔE to the lowest compared entry with this formula, charge and spin ... 48.45 kcal per mole
Net charge ... 0
HOMO energy ... -10.276 eV

CARTESIAN COORDINATES (ANGSTROEM)
S: -2.777 -0.231 -0.163
C: 0.159 -0.669 -0.274
H: -0.311 -1.560 0.101
H: 0.420 1.392 0.051
H: 0.620 -0.814 -1.178
O: -2.743 -0.319 1.247
C: -0.110 0.534 0.358
H: -0.789 0.756 1.142
O: -3.117 1.045 -0.712



The following is a quantum chemistry calculation of a single C5H9NO2 molecule at a distorted geometry, from the Open Molecules 2025 dataset.

Kohn-Sham gap ... 8.8 eV
Structure (SMILES) ... C[C@]1(O)[C@@]2(C)O[C@]12N
ΔE to the lowest compared entry with this formula, charge and spin ... 103.77 kcal per mole
Net charge ... 0
HOMO energy ... -8.025 eV

CARTESIAN COORDINATES (ANGSTROEM)
H: -0.866 -1.598 -2.075
H: 1.188 -1.010 1.131
H: 0.625 2.449 -1.026
H: -0.981 -0.437 1.795
C: -1.590 -0.088 0.956
C: -0.049 0.019 -1.171
N: -0.031 -1.341 -1.553
H: 1.891 0.516 1.689
O: 1.264 2.016 -0.422
C: 0.763 0.715 -0.106
C: -0.787 0.653 -0.056
C: 1.650 -0.076 0.801
H: 0.154 -2.006 -0.809
H: 2.591 -0.317 0.296
H: -2.344 0.591 1.366
H: -2.124 -0.939 0.521
O: -1.355 0.852 -1.335